Entry one
{
  "formula": "C3H3Cl2InNO3Tm",
  "method": "ωB97M-V with the def2-TZVPD basis set",
  "symbols": ["Tm", "H", "N", "O", "C", "C", "O", "H", "Cl", "H", "C", "O", "Cl", "In"],
  "positions_angstrom": [[-0.44430, -0.13401, -1.59790], [-0.60972, 0.03248, 3.55732], [-0.90065, -0.55839, 2.76577], [0.69050, -2.91195, -3.65333], [0.39049, -1.97819, -3.07406], [0.48582, 1.06979, -3.56638], [2.06686, 2.77600, 2.27945], [-1.86718, -0.42150, 2.39415], [-0.98055, 2.13659, -0.48880], [-0.61718, -1.56389, 2.81182], [1.51199, 1.84711, 1.90482], [0.83619, 1.74923, -4.40569], [-1.14106, -2.04191, 0.02970], [0.57880, -0.00136, 1.04312]],
  "mulliken_spin": [2.020, 0.000, 0.003, 0.000, -0.002, 0.000, 0.000, 0.000, -0.008, 0.000, 0.000, -0.001, -0.013, 0.002],
  "s_squared": 2.00,
  "charge": 4,
  "homo_ev": [-27.93, -27.95],
  "multiplicity": 3,
  "e_lumo_ev": [-21.53, -21.51],
  "homo_lumo_gap_ha": [0.23548, 0.23677]
}

***

Entry two
{
  "formula": "C3H3Cl2InNO3Tm",
  "method": "ωB97M-V with the def2-TZVPD basis set",
  "symbols": ["H", "N", "O", "Cl", "H", "In", "Tm", "O", "H", "C", "C", "C", "O", "Cl"],
  "positions_angstrom": [[-1.81171, -0.42488, 2.46179], [-0.83048, -0.53696, 2.71040], [0.85019, 1.73133, -4.41470], [-1.26627, -2.13570, -0.15383], [-0.68531, -0.03141, 3.58937], [0.78548, 0.06004, 1.12270], [-0.53325, -0.16106, -1.69882], [0.69769, -2.88417, -3.65295], [-0.69300, -1.52737, 2.90629], [1.56438, 1.87416, 1.98385], [0.37497, -1.96317, -3.04589], [0.46846, 1.06913, -3.53362], [2.09035, 2.85584, 2.29466], [-1.01151, 2.07420, -0.56925]],
  "mulliken_spin": [-0.002, 0.080, 0.000, -0.488, 0.001, 0.169, 2.077, -0.001, -0.004, -0.028, 0.003, 0.002, 0.001, 0.192],
  "s_squared": 2.33,
  "charge": 4,
  "homo_ev": [-27.32, -27.54],
  "multiplicity": 3,
  "e_lumo_ev": [-21.33, -21.29],
  "homo_lumo_gap_ha": [0.22030, 0.22990]
}

***

Which one sits at the bottom of the stability order? entry two does.